Density functional theory data (the ωB97M-V functional and the def2-TZVPD basis) for a 2-piece molecular cluster, C6H10O overall.

Values from the calculation:
Electronic energy   -309.78997 Ha
Energy relative to the best compared isomer or geometry (same formula, charge and spin)   137.57 kJ/mol
HOMO energy   -9.1 eV
LUMO   0.94 eV

```
! wB97M-V def2-TZVPD RIJCOSX def2/J DEFGRID3
* xyz 0 1
C -2.472 -0.561 0.426
C -1.650 0.470 -0.293
O -1.535 1.616 0.084
C 1.612 1.565 -0.632
C 1.954 0.302 -0.887
C 1.057 -0.893 1.110
C 1.445 -0.878 -0.164
H -3.410 -0.712 -0.121
H -2.699 -0.211 1.434
H -1.942 -1.516 0.460
H -1.147 0.129 -1.219
H 2.044 2.384 -1.198
H 0.872 1.826 0.119
H 2.652 0.095 -1.697
H 1.113 -0.007 1.736
H 0.689 -1.802 1.575
H 1.416 -1.807 -0.733
*
```



Density functional theory data (the ωB97M-V functional and the def2-TZVPD basis) for one molecule with the formula C4H7N3 at a distorted geometry.

Values from the calculation:
Electronic energy   -320.74329 Ha
Energy relative to the best compared isomer or geometry (same formula, charge and spin)   367.60 kJ/mol
HOMO energy   -8.7 eV
LUMO   0.70 eV

```
! wB97M-V def2-TZVPD RIJCOSX def2/J DEFGRID3
* xyz 0 1
C -0.074 -1.705 1.166
C -0.261 1.644 0.728
C -0.042 1.305 -0.806
C 0.189 -0.114 -0.861
H 0.877 -1.542 1.678
H -0.496 -2.503 0.364
H -0.823 -1.506 2.049
H -0.803 2.541 1.015
H -0.689 1.691 -1.610
H 0.966 1.535 -1.255
H 0.943 -0.387 -2.585
N -0.320 -0.526 0.374
N -0.445 0.455 1.293
N 0.978 -0.888 -1.550
*
```



Density functional theory data (the ωB97M-V functional and the def2-TZVPD basis) for C17H17IN6O5S2Ti as an isolated structure.

Values from the calculation:
Electronic energy   -3305.97272 Ha
Energy relative to the best compared isomer or geometry (same formula, charge and spin)   31.25 kJ/mol
HOMO energy   -14.8 eV
LUMO   -7.42 eV

```
! wB97M-V def2-TZVPD RIJCOSX def2/J DEFGRID3
* xyz 2 1
Ti -0.452 -0.616 0.058
C -0.932 3.304 -1.069
C -0.724 2.744 0.290
N -0.665 1.462 0.684
C -0.680 1.497 2.062
C -0.689 2.781 2.508
N -0.720 3.542 1.371
C -0.690 3.476 3.835
O -0.644 2.724 4.920
O -0.695 4.673 3.838
C -0.744 0.222 2.769
O -0.641 0.065 3.955
O -0.910 -0.774 1.881
H -0.441 2.710 -1.832
H -0.550 4.321 -1.123
H -2.004 3.335 -1.276
H -0.773 4.554 1.397
H -0.622 1.772 4.724
O -0.459 -1.788 -1.454
N 0.397 -1.818 -2.487
C 0.397 -2.915 -3.274
C 1.265 -2.964 -4.336
C 2.121 -1.882 -4.565
C 2.091 -0.783 -3.739
C 1.203 -0.753 -2.660
S 0.985 0.537 -1.526
H -0.306 -3.679 -2.976
H 1.274 -3.838 -4.968
H 2.813 -1.907 -5.394
H 2.748 0.060 -3.899
N -4.560 -0.916 -2.194
C -3.366 -0.456 -1.841
N -2.579 0.116 -2.747
S -2.929 -0.614 -0.183
H -4.948 -0.767 -3.113
H -5.139 -1.371 -1.507
H -2.886 0.265 -3.697
H -1.727 0.563 -2.456
I -0.517 -3.979 1.018
C 1.241 -2.924 1.296
C 2.263 -3.526 2.021
C 3.428 -2.817 2.254
C 3.544 -1.529 1.752
C 2.491 -1.006 1.029
N 1.354 -1.687 0.794
H 2.131 -4.527 2.402
H 4.230 -3.267 2.823
H 4.431 -0.935 1.909
H 2.541 -0.009 0.603
*
```



Density functional theory data (the ωB97M-V functional and the def2-TZVPD basis) for C26H46HgO38PS7 as an isolated structure at a distorted geometry.

Values from the calculation:
Electronic energy   -7159.21568 Ha
Energy relative to the best compared isomer or geometry (same formula, charge and spin)   1063.01 kJ/mol
HOMO energy   -5.7 eV
LUMO   -1.34 eV

```
! wB97M-V def2-TZVPD RIJCOSX def2/J DEFGRID3
* xyz -1 1
Hg 2.787 -0.645 3.236
P 0.547 0.326 0.491
O 1.798 -0.630 0.225
O -0.190 0.861 -0.733
O 1.300 1.414 1.307
O -0.116 -0.404 1.645
C -0.926 6.609 0.919
C 0.334 7.035 1.532
O -0.095 8.049 2.418
S -1.285 8.991 1.811
O -0.731 10.144 1.223
O -2.399 9.141 2.773
O -1.608 7.832 0.625
H -1.539 6.069 1.641
H -0.825 5.937 0.067
H 1.053 7.513 0.867
H 0.684 6.120 2.008
C -3.448 3.490 -4.941
C -3.083 2.178 -5.567
O -3.929 1.947 -6.646
S -5.467 2.460 -6.288
O -6.052 1.449 -5.431
O -6.141 2.962 -7.499
O -4.856 3.681 -5.277
H -2.903 4.303 -5.421
H -3.341 3.512 -3.856
H -3.170 1.395 -4.814
H -2.084 2.184 -6.003
C -5.245 2.254 1.106
C -6.601 1.697 0.715
O -7.418 1.643 1.946
S -6.715 2.467 3.230
O -6.288 1.538 4.245
O -7.572 3.598 3.651
O -5.401 2.946 2.325
H -4.812 2.984 0.421
H -4.497 1.499 1.347
H -6.550 0.726 0.222
H -7.078 2.410 0.043
C 4.475 3.609 -4.599
C 3.478 3.959 -3.392
O 3.868 5.251 -3.051
S 5.520 5.397 -3.128
O 6.215 4.691 -2.009
O 6.032 6.680 -3.548
O 5.577 4.423 -4.526
H 3.930 3.792 -5.525
H 4.759 2.562 -4.496
H 3.567 3.395 -2.464
H 2.451 4.015 -3.752
C 2.126 -2.446 -4.789
C 2.627 -3.943 -4.671
O 3.113 -4.223 -5.965
S 2.866 -3.021 -7.108
O 1.665 -3.224 -7.873
O 4.116 -2.726 -7.743
O 2.589 -1.846 -5.978
H 2.524 -1.727 -4.073
H 1.057 -2.309 -4.628
H 1.862 -4.591 -4.244
H 3.504 -3.921 -4.023
C -2.503 -4.130 -1.420
C -3.692 -3.178 -1.379
O -4.664 -3.823 -2.154
S -3.989 -4.528 -3.463
O -3.852 -3.504 -4.548
O -4.594 -5.795 -3.779
O -2.594 -4.746 -2.635
H -2.616 -4.874 -0.632
H -1.511 -3.695 -1.298
H -3.493 -2.200 -1.819
H -4.023 -3.092 -0.344
C -3.217 -4.206 4.630
C -4.215 -3.090 4.853
O -5.418 -3.698 5.409
S -5.621 -5.235 4.824
O -6.307 -5.154 3.552
O -6.018 -6.210 5.802
O -3.990 -5.405 4.496
H -2.572 -4.248 5.508
H -2.630 -4.165 3.712
H -4.464 -2.593 3.915
H -3.839 -2.444 5.646
O 0.271 1.029 6.512
C -0.556 1.933 6.798
O -1.170 1.940 8.034
C -2.022 3.104 8.050
C -1.669 3.964 6.828
C -1.025 3.044 5.870
H -1.916 3.620 9.004
H -3.014 2.660 7.964
H -0.933 4.683 7.187
H -2.486 4.605 6.497
H -0.080 3.389 5.451
H -1.652 2.451 5.203
O 6.734 -1.572 0.912
C 7.412 -1.374 -0.081
O 7.955 -2.389 -0.757
C 8.445 -2.006 -2.029
C 8.614 -0.487 -1.958
C 7.650 -0.108 -0.922
H 7.795 -2.249 -2.870
H 9.420 -2.485 -2.121
H 8.311 0.027 -2.871
H 9.573 -0.119 -1.593
H 6.679 0.212 -1.299
H 8.045 0.622 -0.216
O 2.879 -5.088 3.599
C 3.144 -6.097 2.995
O 3.857 -7.032 3.606
C 4.032 -8.119 2.733
C 3.738 -7.621 1.377
C 2.730 -6.424 1.595
H 3.482 -8.993 3.081
H 5.057 -8.481 2.658
H 3.203 -8.383 0.810
H 4.570 -7.439 0.696
H 1.664 -6.636 1.513
H 3.023 -5.647 0.889
*
```



Density functional theory data (the ωB97M-V functional and the def2-TZVPD basis) for C24H35IrN7O3 as an isolated structure at a distorted geometry.

Values from the calculation:
Electronic energy   -1647.80333 Ha
Energy relative to the best compared isomer or geometry (same formula, charge and spin)   200.49 kJ/mol
HOMO energy (alpha / beta)   -17.0 / -17.0 eV
LUMO (alpha / beta)   -11.92 / -11.92 eV

```
! wB97M-V def2-TZVPD RIJCOSX def2/J DEFGRID3
* xyz 3 1
Ir 0.018 0.293 -0.445
O 1.320 -4.429 -6.008
N 1.437 -4.868 -4.900
O 2.006 -5.854 -4.539
C 0.822 -4.074 -3.799
C 0.303 -4.764 -2.750
C -0.210 -4.076 -1.611
C -0.782 -4.747 -0.514
C -1.193 -4.012 0.576
C -0.987 -2.631 0.573
N -0.472 -1.972 -0.451
C -0.103 -2.667 -1.549
C 0.387 -1.942 -2.687
N 0.389 -0.596 -2.629
C 0.746 0.097 -3.693
C 1.145 -0.502 -4.888
C 1.214 -1.873 -4.953
C 0.819 -2.642 -3.845
H 0.289 -5.848 -2.759
H -0.893 -5.822 -0.537
H -1.651 -4.482 1.433
H -1.247 -2.044 1.442
H 0.709 1.174 -3.617
H 1.412 0.107 -5.736
H 1.545 -2.355 -5.862
C -0.553 3.246 0.399
N 0.074 2.650 -0.789
C -0.605 3.201 -1.967
C 1.512 2.991 -0.842
C 2.358 2.178 0.138
N 2.319 0.733 -0.143
C 2.725 -0.044 1.028
C 3.166 0.392 -1.284
H -0.463 4.338 0.380
H -0.083 2.874 1.305
H -1.613 3.000 0.407
H -0.596 4.297 -1.946
H -1.643 2.872 -1.992
H -0.117 2.884 -2.884
H 1.648 4.057 -0.625
H 1.868 2.827 -1.860
H 2.016 2.340 1.161
H 3.388 2.547 0.074
H 3.702 0.289 1.397
H 2.807 -1.098 0.766
H 1.995 0.064 1.828
H 4.210 0.650 -1.076
H 2.866 0.932 -2.178
H 3.125 -0.677 -1.480
C 0.521 0.683 4.339
N -0.866 0.945 4.058
C -1.746 1.286 5.150
C -2.907 2.112 4.626
C -3.587 1.333 3.514
N -2.611 0.960 2.503
C -3.133 0.713 1.182
C -1.299 0.773 2.777
O -0.460 0.449 1.902
H 0.772 1.014 5.344
H 1.159 1.202 3.621
H 0.731 -0.388 4.260
H -1.182 1.841 5.905
H -2.109 0.363 5.628
H -2.536 3.063 4.237
H -3.611 2.329 5.425
H -4.366 1.939 3.043
H -4.066 0.424 3.905
H -3.643 1.604 0.811
H -3.865 -0.097 1.211
H -2.324 0.442 0.487
*
```



Density functional theory data (the ωB97M-V functional and the def2-TZVPD basis) for C28H21BrN4O2PtS as an isolated structure at a distorted geometry.

Values from the calculation:
Electronic energy   -4540.52880 Ha
Energy relative to the best compared isomer or geometry (same formula, charge and spin)   41.24 kJ/mol
Expectation value of S²   2.010
HOMO energy (alpha / beta)   -7.1 / -7.7 eV
LUMO (alpha / beta)   -0.84 / -1.25 eV

```
! wB97M-V def2-TZVPD RIJCOSX def2/J DEFGRID3
* xyz 0 3
Pt -2.810 -17.278 -1.585
C -1.596 -18.363 1.475
C -2.442 -19.346 0.738
C -2.545 -20.652 1.339
C -3.337 -21.558 0.735
C -4.156 -21.217 -0.376
C -4.803 -22.184 -1.183
C -5.483 -21.788 -2.331
C -5.639 -20.413 -2.603
C -4.973 -19.406 -1.895
S -4.935 -17.703 -2.337
C -4.102 -19.870 -0.852
N -3.141 -19.014 -0.336
H -1.696 -18.605 2.528
H -1.956 -17.369 1.316
H -0.510 -18.442 1.228
H -1.971 -20.877 2.274
H -3.419 -22.574 1.084
H -4.760 -23.206 -0.908
H -5.910 -22.550 -2.987
H -6.305 -20.149 -3.417
Br 1.319 -12.790 -6.031
C -0.203 -13.707 -5.512
C -1.428 -13.030 -5.712
C -2.664 -13.670 -5.644
C -2.656 -15.029 -5.309
C -1.480 -15.657 -4.919
C -0.227 -15.009 -4.992
C -1.350 -17.117 -4.508
O -0.758 -17.839 -5.334
O -1.578 -17.613 -3.299
H -1.399 -11.941 -5.985
H -3.518 -13.078 -5.969
H -3.580 -15.633 -5.389
H 0.643 -15.490 -4.557
C -0.734 -14.136 0.354
C -1.635 -15.189 0.084
N -1.276 -16.178 -0.811
C -0.034 -16.363 -1.224
C 0.912 -15.363 -1.010
C 0.521 -14.244 -0.238
C 2.317 -15.423 -1.393
C 3.148 -16.471 -1.716
C 2.761 -17.759 -2.259
C 3.491 -18.958 -2.050
C 2.953 -20.143 -2.524
N 1.794 -20.203 -3.177
C 1.202 -19.024 -3.370
N 1.663 -17.826 -3.003
H -0.965 -13.369 1.118
H -2.692 -15.159 0.399
H 0.188 -17.317 -1.740
H 1.217 -13.402 -0.205
H 2.819 -14.439 -1.321
H 4.214 -16.299 -1.544
H 4.454 -18.944 -1.598
H 3.333 -21.102 -2.331
H 0.217 -19.038 -3.832
*
```



Density functional theory data (the ωB97M-V functional and the def2-TZVPD basis) for one molecule with the formula C5H6O.

Values from the calculation:
Electronic energy   -269.27955 Ha
Energy relative to the best compared isomer or geometry (same formula, charge and spin)   175.11 kJ/mol
HOMO energy   -9.9 eV
LUMO   0.88 eV

```
! wB97M-V def2-TZVPD RIJCOSX def2/J DEFGRID3
* xyz 0 1
C -0.010 -1.285 0.710
C -0.120 0.202 0.375
C 1.252 0.873 0.344
O 2.264 0.335 0.714
C -0.815 0.482 -0.889
C -1.362 0.745 -1.929
H -1.001 -1.742 0.771
H 0.573 -1.808 -0.053
H 0.503 -1.409 1.668
H -0.679 0.717 1.173
H 1.254 1.915 -0.037
H -1.857 0.975 -2.847
*
```



Density functional theory data (the ωB97M-V functional and the def2-TZVPD basis) for C14H17BiCl2N as an isolated structure at a distorted geometry.

Values from the calculation:
Electronic energy   -1733.34725 Ha
Energy relative to the best compared isomer or geometry (same formula, charge and spin)   0.00 kJ/mol
HOMO energy (alpha / beta)   -1.6 / -1.6 eV
LUMO (alpha / beta)   2.36 / 2.34 eV

```
! wB97M-V def2-TZVPD RIJCOSX def2/J DEFGRID3
* xyz -1 1
Bi 0.291 2.892 0.858
Cl 1.566 3.866 -1.043
Cl 2.234 1.701 1.779
C 0.882 -0.620 -1.401
H 0.093 -0.760 -0.660
H 1.736 -0.091 -1.029
C -0.999 -0.458 -3.051
C 0.560 -0.598 -2.745
H -1.622 -1.324 -2.796
C 1.358 0.276 -3.749
H 0.749 -1.629 -3.084
C 0.810 1.701 -3.774
H 2.428 0.284 -3.558
H 1.176 -0.172 -4.743
C -0.650 1.742 -4.215
H 0.916 2.152 -2.775
H 1.412 2.260 -4.504
C -1.519 0.865 -3.268
H -1.010 2.779 -4.225
H -0.726 1.366 -5.244
H -1.643 1.420 -2.306
H -2.501 0.774 -3.738
N -0.898 0.869 1.768
C -0.774 0.121 2.663
C -0.593 -0.775 3.730
C -1.697 -1.396 4.354
C -1.476 -2.233 5.443
C -0.178 -2.474 5.904
C 0.923 -1.875 5.264
C 0.714 -1.032 4.177
H -2.704 -1.201 3.981
H -2.330 -2.701 5.946
H -0.010 -3.127 6.764
H 1.934 -2.054 5.610
H 1.550 -0.547 3.667
*
```



Question: energy relative to the best compared isomer or geometry (same formula, charge and spin) of number 3 (C17H17IN6O5S2Ti)?
Answer: 31.25 kJ/mol